Entry 1:
Below is C38H76BeF6N4O10S2 as an isolated structure, with properties calculated with ωB97M-V/def2-TZVPD.

Values from the calculation:
- Orbital gap: 0.2103 Eh
- Total energy: -105441.96048 eV
- Net charge: 0
- HOMO level: -8.624 eV
- Spin multiplicity: 1
- LUMO: -2.901 eV

CARTESIAN COORDINATES (ANGSTROEM)
Be  0.33  -0.18  1.20
C  5.21  -1.53  2.06
F  5.50  -0.43  1.45
F  5.17  -2.55  1.19
F  6.07  -1.83  3.04
S  3.53  -1.41  2.99
O  3.20  -2.79  3.35
O  3.91  -0.60  4.15
O  2.58  -0.75  2.08
C  -3.09  3.48  1.60
F  -2.08  3.60  2.43
F  -4.09  2.98  2.26
F  -3.46  4.62  0.98
S  -2.53  2.14  0.20
O  -1.75  1.02  0.84
O  -3.74  1.69  -0.39
O  -1.64  2.93  -0.70
C  1.20  2.15  3.32
C  1.90  3.10  2.39
C  3.30  3.43  3.04
C  4.26  4.11  2.02
C  4.38  3.27  0.80
C  3.12  2.87  0.08
N  2.07  2.46  1.06
O  0.82  2.20  0.50
C  2.61  4.15  -0.66
C  3.45  1.70  -0.91
C  1.04  4.37  2.22
H  1.08  2.37  4.38
H  1.66  1.16  3.26
H  0.15  1.92  3.10
H  3.08  4.12  3.86
H  3.86  2.58  3.43
H  5.18  4.23  2.59
H  4.02  5.09  1.62
H  4.93  2.38  1.11
H  5.06  3.79  0.13
H  2.47  5.12  -0.18
H  3.40  4.47  -1.34
H  1.67  3.97  -1.18
H  4.28  2.03  -1.55
H  3.65  0.83  -0.29
H  2.58  1.51  -1.54
H  0.14  4.03  1.70
H  1.48  5.09  1.53
H  0.79  4.88  3.15
H  0.61  3.00  0.00
C  2.34  -2.32  -0.54
C  1.15  -2.85  -1.45
C  1.14  -4.33  -1.18
C  -0.20  -4.87  -1.62
C  -1.49  -4.26  -0.99
C  -1.49  -2.74  -1.33
N  -0.08  -2.15  -1.00
O  -0.04  -0.76  -1.14
C  -1.88  -2.50  -2.80
C  -2.56  -2.08  -0.44
C  1.55  -2.55  -2.94
H  2.18  -2.35  0.53
H  2.41  -1.24  -0.65
H  3.32  -2.72  -0.81
H  2.01  -4.70  -1.73
H  1.33  -4.56  -0.13
H  -0.23  -5.92  -1.30
H  -0.19  -4.79  -2.70
H  -1.58  -4.54  0.06
H  -2.34  -4.70  -1.51
H  -2.89  -2.85  -3.00
H  -2.01  -1.46  -3.08
H  -1.29  -3.11  -3.49
H  -3.55  -2.51  -0.62
H  -2.34  -2.15  0.63
H  -2.65  -1.00  -0.58
H  2.34  -3.19  -3.33
H  1.90  -1.52  -3.06
H  0.63  -2.53  -3.54
H  -0.58  -0.48  -1.88
C  0.84  0.88  -4.25
C  -0.31  1.82  -4.60
C  -0.29  1.91  -6.15
C  -1.56  2.38  -6.83
C  -2.78  1.46  -6.37
C  -2.90  1.37  -4.80
N  -1.58  1.11  -4.17
O  -1.65  1.17  -2.76
C  -3.50  2.68  -4.30
C  -3.82  0.12  -4.58
C  -0.11  3.26  -4.05
H  0.60  -0.03  -4.81
H  0.87  0.55  -3.21
H  1.76  1.45  -4.39
H  0.54  2.55  -6.45
H  -0.02  0.94  -6.55
H  -1.45  2.48  -7.91
H  -1.78  3.38  -6.45
H  -2.62  0.52  -6.90
H  -3.63  1.99  -6.80
H  -2.98  3.57  -4.65
H  -4.54  2.84  -4.58
H  -3.54  2.79  -3.21
H  -3.43  -0.87  -4.83
H  -4.15  0.12  -3.54
H  -4.66  0.34  -5.23
H  -0.97  3.90  -4.25
H  0.77  3.64  -4.57
H  0.22  3.22  -3.01
H  -1.89  2.09  -2.66
C  0.39  -3.81  4.75
C  -0.51  -3.31  3.60
C  -1.87  -3.98  3.56
C  -2.94  -3.54  4.53
C  -3.10  -2.02  4.27
C  -1.82  -1.27  4.56
N  -0.76  -1.85  3.64
O  0.44  -1.11  3.60
C  -2.07  0.20  4.15
C  -1.48  -1.23  6.07
C  0.24  -3.66  2.34
H  0.71  -4.77  4.35
H  1.26  -3.21  5.01
H  -0.33  -4.10  5.52
H  -2.31  -3.85  2.57
H  -1.66  -5.05  3.58
H  -3.81  -4.19  4.44
H  -2.54  -3.69  5.53
H  -3.91  -1.54  4.82
H  -3.37  -2.01  3.22
H  -3.08  0.48  4.45
H  -2.02  0.33  3.07
H  -1.43  0.85  4.75
H  -1.14  -2.16  6.51
H  -2.38  -0.96  6.62
H  -0.59  -0.61  6.18
H  -0.19  -3.36  1.38
H  1.22  -3.18  2.30
H  0.47  -4.73  2.34
H  0.84  -1.34  4.44

Entry 2:
Below is a 2-piece molecular cluster, C15H27N7O3 overall, with properties calculated with ωB97M-V/def2-TZVPD.

Values from the calculation:
- Orbital gap: 0.2787 Eh
- Total energy: -32566.40826 eV
- Relative energy (zero: lowest compared OMol25 entry of this formula, charge and spin): 0.0 kcal per mole
- Net charge: 0
- HOMO level: -7.238 eV
- Spin multiplicity: 1
- LUMO: 0.345 eV
- SMILES string: Nc1cc(N2CCCCC2)nc(N)[n+]1[O-].CNC(=O)[C@H](C)NC(C)=O

CARTESIAN COORDINATES (ANGSTROEM)
N  -1.77  3.83  -0.72
C  -1.82  2.49  -0.35
C  -1.65  1.51  -1.32
C  -1.73  0.17  -0.96
N  -1.60  -0.88  -1.88
C  -1.65  -2.28  -1.38
C  -1.28  -3.27  -2.48
C  -2.19  -3.14  -3.71
C  -2.61  -1.69  -3.99
C  -1.66  -0.67  -3.35
N  -1.93  -0.17  0.32
C  -2.07  0.81  1.22
N  -2.22  0.37  2.51
N  -2.01  2.12  0.92
O  -2.12  3.00  1.81
H  -1.36  4.09  -1.61
H  -1.76  4.51  0.05
H  -1.46  1.81  -2.34
H  -2.66  -2.50  -1.01
H  -0.95  -2.41  -0.55
H  -1.34  -4.30  -2.09
H  -0.24  -3.09  -2.78
H  -1.67  -3.54  -4.58
H  -3.10  -3.74  -3.56
H  -2.66  -1.52  -5.07
H  -3.61  -1.52  -3.58
H  -0.66  -0.76  -3.78
H  -2.05  0.32  -3.61
H  -1.93  1.06  3.20
H  -1.94  -0.59  2.66
C  2.77  2.55  0.41
N  1.82  2.31  1.50
C  1.40  1.13  1.98
O  0.62  1.13  2.92
C  1.91  -0.19  1.36
C  1.17  -1.46  1.82
N  3.36  -0.41  1.48
C  4.16  -0.29  2.54
C  3.63  0.14  3.89
O  5.36  -0.52  2.41
H  3.77  2.26  0.72
H  2.77  3.60  0.15
H  2.48  1.97  -0.47
H  1.42  3.11  1.96
H  1.70  -0.11  0.29
H  0.11  -1.35  1.62
H  1.54  -2.33  1.28
H  1.32  -1.62  2.89
H  3.84  -0.71  0.64
H  2.74  -0.42  4.14
H  3.41  1.20  3.87
H  4.40  -0.05  4.64

Entry 3:
Below is a 11-piece molecular cluster, C4H28NO12S overall, with properties calculated with ωB97M-V/def2-TZVPD.

Values from the calculation:
- Orbital gap: 0.3244 Eh
- Total energy: -41497.36600 eV
- Relative energy (zero: lowest compared OMol25 entry of this formula, charge and spin): 104.2 kcal per mole
- Net charge: -1
- HOMO level: -6.328 eV
- Spin multiplicity: 1
- LUMO: 2.498 eV

CARTESIAN COORDINATES (ANGSTROEM)
C  1.36  -2.15  2.03
C  -0.05  -1.51  2.11
C  -0.92  -2.73  2.42
S  -2.20  -2.04  3.57
N  -0.49  -0.79  0.89
C  0.18  0.36  0.41
O  -0.23  0.60  -0.80
O  1.10  0.86  1.10
H  1.46  -2.84  1.22
H  2.10  -1.43  1.69
H  1.76  -2.59  2.86
H  -0.01  -0.63  2.86
H  -0.40  -3.65  2.91
H  -1.53  -3.06  1.64
H  -2.87  -1.14  2.85
H  -1.06  -1.36  0.31
H  -2.19  3.15  -2.02
H  -1.34  3.12  -3.27
O  -1.91  3.80  -2.87
H  -0.32  4.39  0.54
H  -0.55  3.38  -0.75
O  -0.15  4.27  -0.39
H  1.05  -2.07  -2.44
H  1.10  -3.27  -3.33
O  0.93  -3.05  -2.43
H  2.54  -1.16  -0.98
H  1.43  -0.19  -1.69
O  2.02  -0.79  -1.81
H  0.11  -3.88  -0.57
H  -1.50  -3.73  -0.83
O  -0.79  -4.09  -0.28
H  -1.08  2.01  -0.82
H  -2.42  1.97  0.32
O  -1.96  2.30  -0.41
H  -1.58  1.10  4.20
H  -1.06  0.63  2.71
O  -1.43  1.29  3.22
H  -0.24  -0.30  -4.09
H  0.36  0.22  -5.33
O  -0.36  -0.45  -5.06
H  1.14  2.45  -3.00
H  0.71  3.77  -2.53
O  1.14  3.32  -3.39
H  2.43  2.69  3.15
H  2.54  1.24  2.90
O  3.19  1.98  3.15

Entry 4:
Below is C31H38MnNO2 as an isolated structure, with properties calculated with ωB97M-V/def2-TZVPD.

Values from the calculation:
- Orbital gap (spin up / spin down): 0.1832 / 0.1880 Eh
- Total energy: -69663.14685 eV
- Net charge: 0
- HOMO level (spin up / spin down): -5.806 / -5.729 eV
- Spin multiplicity: 5
- LUMO (spin up / spin down): -0.821 / -0.613 eV

CARTESIAN COORDINATES (ANGSTROEM)
O  -2.70  -1.99  -4.71
C  -1.99  -3.20  -5.13
C  -2.76  -3.34  -6.43
H  -2.17  -4.01  -4.42
H  -0.92  -3.04  -5.29
C  -3.48  -2.06  -5.95
H  -3.39  -4.23  -6.45
H  -2.12  -3.22  -7.30
C  -4.94  -2.23  -5.57
H  -5.08  -3.09  -4.90
H  -5.56  -2.34  -6.47
H  -5.26  -1.34  -5.01
C  -3.25  -0.85  -6.84
H  -2.18  -0.71  -7.06
H  -3.62  0.05  -6.33
H  -3.80  -0.98  -7.78
Mn  0.56  2.14  1.15
C  2.02  3.60  0.73
C  2.71  2.40  1.11
C  2.31  1.34  0.21
H  3.46  2.30  1.89
C  1.42  1.91  -0.78
C  1.22  3.29  -0.44
H  0.64  4.00  -1.04
H  2.15  4.58  1.19
H  2.67  0.32  0.22
H  1.13  1.39  -1.68
C  -0.68  2.99  2.68
C  -0.95  3.55  1.38
C  -1.40  2.47  0.52
H  -0.91  4.61  1.12
C  -1.40  1.26  1.30
C  -0.95  1.58  2.62
H  -0.93  0.88  3.45
H  -0.41  3.55  3.58
H  -1.80  2.55  -0.49
H  -1.81  0.30  1.00
O  -0.96  -1.24  -0.69
C  -1.23  -0.42  -1.87
C  -0.69  -1.14  -3.11
H  -0.77  0.58  -1.73
H  -2.32  -0.27  -1.94
C  -0.54  -2.60  -2.60
H  0.28  -0.76  -3.47
H  -1.40  -1.00  -3.94
C  -0.10  -2.33  -1.16
H  0.20  -3.17  -3.16
H  -1.51  -3.13  -2.63
H  0.97  -2.01  -1.18
H  -0.22  -3.16  -0.46
C  3.56  -2.93  2.99
C  2.58  -2.50  2.08
C  1.92  -1.29  2.26
C  2.28  -0.43  3.35
C  3.24  -0.90  4.29
C  3.87  -2.13  4.10
N  1.76  0.83  3.40
C  1.68  1.53  4.58
C  1.14  0.95  5.76
C  1.04  1.68  6.94
C  1.52  3.00  6.98
C  2.08  3.59  5.83
C  2.13  2.87  4.64
H  4.08  -3.87  2.83
H  2.31  -3.10  1.21
H  1.14  -0.95  1.58
H  3.49  -0.27  5.14
H  4.63  -2.45  4.83
H  0.83  -0.10  5.72
H  0.62  1.21  7.82
H  1.48  3.57  7.91
H  2.49  4.60  5.86
H  2.58  3.30  3.74